{
  "formula": "C30H44BeBrN3P2",
  "method": "the ωB97M-V functional and the def2-TZVPD basis",
  "elements": ["Br", "P", "P", "N", "N", "N", "C", "C", "C", "C", "C", "C", "C", "C", "C", "C", "C", "C", "C", "C", "C", "C", "C", "C", "C", "C", "C", "C", "C", "C", "C", "C", "C", "C", "C", "C", "Be", "H", "H", "H", "H", "H", "H", "H", "H", "H", "H", "H", "H", "H", "H", "H", "H", "H", "H", "H", "H", "H", "H", "H", "H", "H", "H", "H", "H", "H", "H", "H", "H", "H", "H", "H", "H", "H", "H", "H", "H", "H", "H", "H", "H"],
  "positions_angstrom": [[-0.41882, 1.64881, -1.75207], [0.49656, -0.56717, -3.81939], [-2.65340, 1.06007, 0.27411], [1.59637, 3.63146, -0.26834], [0.03870, 3.09976, 1.41473], [5.34110, -5.50892, 5.47110], [-2.88306, -0.68857, -0.28184], [1.61988, 0.12054, -0.40557], [-2.80204, -1.84155, 0.72363], [4.88128, -5.70813, 4.22916], [2.62631, -0.28714, 0.45471], [2.04201, 0.73013, -5.68103], [-0.50119, 4.79238, 3.06875], [3.35582, -2.31673, 3.36122], [2.21481, -0.58302, 1.77638], [1.24066, 5.21045, 1.47071], [0.20844, -0.12828, -0.19676], [-0.12831, -0.23381, 1.23489], [0.92422, -0.33880, 2.20618], [1.22990, 0.99688, -4.39700], [-5.12309, 0.62272, 1.68471], [4.19146, -4.70189, 3.51282], [0.91002, 3.98531, 0.85323], [0.55130, 5.61192, 2.59334], [5.08728, -4.34030, 6.07074], [4.40401, -3.29369, 5.41303], [1.61086, -1.44086, -2.72542], [-3.65888, 1.05056, 1.81545], [3.96362, -3.44067, 4.09101], [2.98381, -1.36106, 2.68307], [2.12048, -2.79875, -3.22305], [-1.19950, -0.89219, -3.30718], [-3.72203, 2.06613, -0.89689], [-4.81830, 1.35561, -1.68000], [-0.73298, 3.53453, 2.46419], [-2.09478, -1.32891, -4.46979], [0.01677, 1.43607, 0.92241], [-1.58460, 0.04914, -2.85466], [-5.44587, 0.71778, -1.04449], [5.07216, -6.69921, 3.77791], [2.47418, -0.78137, -2.51903], [3.87992, -4.91376, 2.49770], [-1.56916, -2.09710, -5.03843], [2.46470, -2.72854, -4.25700], [-5.71949, 1.36356, 1.13595], [-1.46652, 2.81610, 2.84776], [-3.04116, -1.75490, -4.11549], [1.32020, -3.54066, -3.16945], [5.44109, -4.21328, 7.10774], [2.30475, 1.67823, -6.16899], [0.40523, 1.71263, -4.59151], [1.87271, 1.40049, -3.59191], [-3.81425, -0.76069, -0.86250], [-5.57681, 0.52777, 2.68273], [-4.13312, 2.88556, -0.28701], [2.95673, -3.12366, -2.58815], [-3.59736, 2.06614, 2.23372], [2.09296, 5.73461, 1.05275], [2.11798, 4.38239, -0.69252], [1.13765, 3.01267, -0.94177], [-5.48260, 2.10773, -2.12291], [1.45500, 0.12546, -6.38723], [-1.99148, -1.72964, 1.44536], [-5.23182, -0.35797, 1.20038], [-1.18594, -1.67098, -2.52006], [1.03096, -1.58139, -1.79795], [-3.14633, 0.39845, 2.53731], [-3.74250, -1.97181, 1.27600], [2.97222, 0.19446, -5.46267], [-1.11425, -0.52950, 1.60829], [0.80645, 6.54461, 3.10278], [-2.98833, 2.52975, -1.57434], [0.69286, -0.56833, 3.25725], [-4.41287, 0.76413, -2.50936], [-2.56628, -2.77145, 0.18526], [4.26245, -2.35583, 5.93400], [-2.06505, -0.79061, -1.00402], [-2.31192, -0.49989, -5.15583], [3.63948, -0.45495, 0.08319], [-1.10525, 5.08709, 3.92141], [1.97401, 0.64388, -1.31549]],
  "lowdin_charge": [0.678, 1.132, 0.912, 0.124, 0.050, 0.065, -0.384, -0.227, -0.112, -0.112, 0.043, -0.134, -0.023, 0.111, -0.214, 0.009, -0.235, -0.233, 0.026, -0.415, -0.133, -0.016, -0.326, -0.013, -0.109, -0.016, -0.403, -0.413, -0.221, 0.051, -0.104, -0.444, -0.394, -0.144, -0.059, -0.125, 0.273, -0.028, 0.062, 0.121, 0.088, 0.107, 0.070, 0.076, 0.075, 0.109, 0.088, 0.082, 0.122, 0.090, 0.083, 0.067, 0.080, 0.086, 0.088, 0.089, 0.069, 0.128, 0.114, -0.054, 0.088, 0.077, 0.042, 0.064, 0.096, 0.063, 0.076, 0.082, 0.079, 0.058, 0.133, 0.014, 0.156, 0.068, 0.092, 0.112, 0.006, 0.086, 0.148, 0.116, 0.066],
  "largest_force_ev_per_a": 3.9,
  "spin_multiplicity": 1,
  "homo_lumo_gap_ev": [6.244, 5.908],
  "e_above_lowest_kcal_mol": 83.4,
  "charge": 2,
  "mol_weight_g_mol": 597.6,
  "homo_energy_ha": [-0.4931, -0.4922]
}